207
Properties=species:S:1:pos:R:3 method="wB97M-V/def2-TZVPD" multiplicity=1 charge=0
O 1.30629 3.36813 -2.90877
O 4.85852 4.47443 1.37947
O 0.10049 3.36723 1.99067
O 6.47847 0.23331 0.76622
O -4.30968 -0.90397 1.08245
O 8.09820 -2.14556 -0.12389
O -0.54183 -4.43623 4.08128
O -3.22455 -5.74711 -0.53463
O -1.59917 -0.68426 0.49270
O 0.88191 -3.89736 -4.72823
O 2.76915 3.82993 -9.69448
O -4.47694 0.70666 9.61671
O 4.47491 0.13283 5.50769
O -0.29835 5.91750 0.90131
O -6.77744 -0.56453 2.86971
O -0.54549 2.47286 -5.31654
O 2.85933 1.74917 -4.68598
O -1.78209 -0.63795 4.95422
O -4.84450 1.41945 -2.94706
N 0.42869 -7.78794 5.51475
N 4.44108 1.86655 2.27462
N 2.24466 5.14559 0.08971
N -0.13260 -4.01195 -1.78059
N 0.78740 2.03843 -0.44519
N -0.01238 -0.34557 -5.38448
N -5.79544 -1.58951 -2.87981
N -3.81313 0.39631 6.90685
N 1.41964 2.49837 -7.20710
C -2.08675 -4.91945 -0.57262
C -5.98571 -1.72862 2.62068
C -3.51167 0.99128 5.59863
C 0.80052 3.35170 -8.23213
C -4.66601 -0.91753 -2.24763
C -0.38865 -6.60056 5.29134
C -0.36215 1.16133 -0.60604
C 3.26094 3.88232 -11.02357
C -1.37361 -1.81560 1.26738
C 4.34637 0.16561 4.09545
C 3.35563 1.56992 -6.00901
C -0.41447 -0.95467 5.16363
C 3.15531 2.40435 4.25843
C -1.28968 -4.85660 2.94497
C 4.63238 -1.15042 6.06163
C -4.79956 0.49395 10.97574
C 6.66134 -2.00315 -0.19649
C -4.57361 -1.36337 2.41348
C 6.16807 -1.11784 0.93969
C 5.70542 4.16865 0.30507
C 4.33622 5.80031 1.38383
C 2.59853 7.44928 0.38913
C -1.04294 -6.20838 6.60464
C -1.32578 -4.82962 -1.88658
C -0.61201 0.31605 0.65665
C 1.80843 -4.87300 -5.15837
C -0.21426 -1.70166 -4.94484
C 3.35056 6.13015 0.25931
C -3.61222 -1.99686 -2.01042
C -0.77310 3.34114 -4.20313
C -0.86010 -6.26840 -2.24190
C -4.29838 2.61648 -3.49446
C -4.02660 -5.44618 0.58666
C -0.06807 0.19777 -1.79639
C 0.78465 -2.74366 -5.52399
C 4.38905 1.66514 3.72419
C -1.64097 -2.15551 -5.28937
C -4.03621 0.24483 -3.04667
C 2.82662 2.69053 -6.89988
C -5.47076 0.35412 8.70006
C 0.32498 -5.43886 4.57231
C 3.26662 0.75697 -3.78342
C 0.43957 4.15606 -3.76514
C -2.06848 0.72932 5.22394
C -1.22500 3.87237 2.00984
C -1.29222 4.91605 0.90529
C 1.45538 3.25408 -9.59140
C -5.12773 0.84089 7.30596
H 6.34313 -1.63689 -1.17665
H -4.11488 0.54485 4.80450
H -6.50064 -2.43226 1.96609
H 4.33700 0.70845 -3.55832
H 0.35326 -0.04754 1.00931
H -2.16315 -4.20719 2.84558
H 2.18058 4.84887 -0.87511
H -0.03687 -1.83910 -3.87503
H 2.04762 7.46726 1.33161
H -1.00920 0.96754 1.44197
H -0.88678 1.58911 -5.12310
H 4.60782 2.86255 2.13170
H 6.52839 -1.47839 1.90834
H 4.07875 -1.91989 5.52048
H -2.35246 -3.86704 -0.41495
H 3.04631 2.90278 -11.46126
H -1.28765 1.66718 -0.90637
H 3.88315 6.11894 -0.69728
H -1.45197 1.06081 6.06749
H -0.27472 -6.75698 -1.46269
H 6.02734 3.13402 0.41037
H -2.81188 -1.76636 -1.30418
H 1.49891 -5.17018 -6.16663
H 2.93844 -0.24393 -4.07546
H 0.55026 -4.28552 -2.47082
H 0.91670 4.38986 -7.89171
H 5.21017 -0.34829 3.66264
H 6.22511 -2.99965 -0.14299
H -1.50979 -1.60605 2.33549
H -1.87890 -3.03696 -4.69497
H 0.98145 -5.01490 5.33745
H 5.67314 -1.46622 6.19127
H -3.49692 -5.57886 1.53225
H 8.43047 -1.25619 -0.28796
H 0.22848 0.78519 -2.66776
H -0.28193 -2.03060 5.07078
H -2.23611 5.42075 1.13423
H -5.54157 -0.73727 8.77173
H -0.94163 -0.40921 -2.03409
H -4.91506 -6.07672 0.65786
H 3.50626 1.75834 1.88777
H -0.38477 -2.28257 1.19032
H -1.76179 -2.36136 -6.35396
H -2.35666 -1.37456 -5.03269
H 0.84278 -8.13575 4.65735
H -1.77074 1.23185 4.29737
H -3.12212 0.53410 -2.51562
H 1.76109 -5.79192 -4.57740
H -5.66837 1.11252 11.21392
H 0.16126 5.08097 -3.26160
H -4.00601 -2.89759 -1.53248
H -3.92413 0.84625 11.52042
H -1.75640 -6.86663 -2.41025
H -3.90673 -2.21113 2.60231
H -6.47996 -0.85834 -3.05734
H 3.02798 3.42446 3.89534
H -1.16569 -6.93709 4.59396
H -0.06418 -0.60959 6.14116
H -0.26940 -6.29325 -3.15950
H 1.76996 2.84164 -3.58265
H -3.67416 2.07481 5.57059
H -0.21101 -6.00650 7.28722
H 5.91083 0.74163 1.37066
H 5.21315 2.23015 4.16297
H -4.50029 -4.46474 0.48372
H 2.98149 3.62854 -6.34902
H 1.86612 7.63089 -0.39700
H -1.94294 -4.43127 -2.69702
H -1.61420 -7.02621 7.04580
H 3.04318 0.59354 -6.38813
H -3.81821 0.00010 -4.08914
H -1.65549 -5.31209 6.69903
H 5.16639 6.49373 1.22607
H 0.24598 -0.44010 4.45759
H -5.88272 0.44742 6.62150
H -1.33141 4.48330 -0.09845
H 2.23331 1.83580 4.11685
H -0.27152 3.18834 -8.32447
H -5.27211 1.92806 7.25159
H -0.22880 -3.00685 -1.83249
H 1.04374 4.42353 -4.63551
H -0.81060 -4.59884 1.99569
H -3.23787 -2.39170 -2.95826
H 2.63537 4.33703 0.56943
H 3.86285 5.93265 2.35671
H 0.62778 5.67475 0.64153
H 0.47153 -3.05596 -6.52547
H -6.58275 0.07325 2.17474
H -0.05040 -0.37921 -6.40536
H -1.84925 2.99579 1.82398
H 0.78484 3.70583 -10.32803
H 6.62373 4.76424 0.26060
H 0.77805 -0.45894 -1.57739
H -1.18865 2.81601 -3.34095
H 1.04670 -5.78158 3.82360
H -4.96860 -0.53016 11.31907
H 3.43245 -0.34409 3.78067
H -4.95907 3.47537 -3.40701
H 2.81469 -4.45027 -5.19314
H 0.96965 2.59584 -1.28166
H 0.94428 0.00631 -5.35459
H -4.94050 -0.64922 -1.22622
H 1.73194 -2.19095 -5.53379
H -2.01525 -2.66369 1.02285
H -1.58353 -5.89688 3.05782
H -5.55233 -1.89903 -3.81633
H -4.06969 2.38270 -4.53759
H 0.42034 2.74641 0.20590
H 4.29343 -1.01927 7.09135
H -0.14542 -8.56496 5.81747
H -5.91426 -2.21842 3.59796
H -1.31998 -5.13748 0.17750
H 5.07354 -1.20722 0.97911
H 2.89121 0.94990 -2.77596
H -3.04459 0.72508 7.47883
H 1.65023 2.21223 -9.86689
H -6.46762 0.76021 8.91359
H -1.44942 4.22861 3.01724
H 3.22712 8.34420 0.35823
H 3.46186 2.77058 -7.77995
H -3.37691 2.88166 -2.96835
H -4.28756 -0.58729 3.12655
H -3.37512 -0.67360 0.97540
H -1.56468 4.05396 -4.45431
H 0.78801 2.39747 -6.41392
H 5.22697 4.30964 -0.66796
H 4.31853 4.09144 -10.87882
H 2.78830 4.64227 -11.65082
H 3.12598 2.52240 5.34709
H 0.68119 3.86238 2.57266
H 4.44029 1.66665 -5.91154


213
Properties=species:S:1:pos:R:3 method="wB97M-V/def2-TZVPD" multiplicity=1 charge=0
O 1.79618 4.68459 -10.94365
O 1.36369 9.94068 1.33085
O -7.02456 -4.45344 4.50974
O 4.25785 -9.36297 12.93848
O 2.67422 4.61512 5.85193
O 4.53161 7.16036 -9.26848
O -0.29473 -0.89016 1.60998
O 4.04537 8.25116 -5.25559
O 4.28495 -4.36488 -0.79694
O 1.81380 0.68850 -10.51657
O 3.04379 -6.17858 5.11092
O -8.49738 7.95665 -5.19906
O 6.17201 10.14157 1.65650
O -3.80917 1.06248 -8.65149
O 0.52807 2.54054 -3.30688
O 6.66208 1.27519 -2.71804
O -3.35016 8.17065 -7.65089
O -5.06897 -7.24337 0.83689
O 0.88219 -10.63943 1.05991
O 1.15747 -0.71507 -3.65719
O 0.47682 -8.04087 9.29240
O 3.86099 4.92774 1.44684
O -4.44339 3.46157 -2.77850
N 4.36411 8.85820 -0.65649
N -4.99222 1.82026 -5.20600
N -5.94341 7.39432 -6.22138
N 3.31155 -8.01273 10.40469
N 5.90298 -1.09899 -1.16480
N 3.12544 -9.26964 3.06052
N 0.98150 1.89657 -0.25954
N -5.99967 -7.05855 3.47583
C -0.48063 0.15428 0.65231
C 0.84061 3.16648 -4.59439
C 1.90192 -10.01930 3.23835
C 4.86639 -1.93699 -0.46632
C 2.07947 9.02760 0.42110
C -3.59676 8.25102 -6.20984
C -6.63948 -5.49224 5.37819
C 2.85333 -4.15981 -1.02528
C -6.92587 6.33967 -5.88328
C -4.48468 1.77184 -7.62179
C 5.95582 0.21531 -0.52051
C 0.56791 1.22431 1.01099
C 2.08419 -8.44925 11.09020
C 6.62258 9.31584 0.54319
C 5.72847 9.53591 -0.76097
C -0.06701 2.73460 -0.90100
C 6.61309 11.51887 1.48000
C 3.44254 9.66098 0.13848
C 5.12103 -8.84895 11.85708
C 3.40478 -8.41151 4.19494
C -8.31473 6.86293 -6.13671
C -4.61410 7.12016 -5.74158
C -3.31985 1.74739 -9.77737
C 5.38048 1.81091 -3.03902
C 2.49620 -7.15599 4.22317
C -5.07154 4.37455 -1.91543
C -1.41602 -1.73747 1.87484
C 0.89894 -7.56425 10.61376
C 3.82378 -10.75972 12.90181
C 4.51199 -8.95479 10.45933
C -5.05287 2.12895 -2.71729
C -6.75921 -3.18577 5.11990
C 1.15147 -11.28013 -0.15573
C 0.53924 3.37394 -2.14451
C 5.11909 -3.27799 -1.13966
C 1.69611 -11.07090 2.13498
C -6.90650 -6.85625 4.59012
C -4.59517 1.25682 -3.89667
C -9.74727 8.66720 -5.32472
C 2.29696 -4.99723 5.31941
C -2.14716 8.54225 -8.15498
C -3.78052 -7.41976 0.22135
C -0.03872 9.81498 1.32634
C -6.57254 -8.04966 2.53299
C -5.49958 -8.45809 1.52823
C 6.89808 1.20623 -1.25371
C -0.65705 -7.38687 8.78472
C -4.62947 0.92800 -6.32747
H 4.14824 4.67786 2.32506
H -3.09209 -7.73493 1.00546
H -2.05270 9.61639 -7.99559
H 4.60191 -11.48741 13.13217
H 2.11649 -11.00158 -0.57906
H 2.69989 0.47103 -10.80601
H -6.13464 2.25564 -2.67467
H 2.45665 -3.40213 -0.34952
H 3.37615 10.63930 -0.33752
H -3.91660 2.68958 -7.46973
H 5.56611 10.56235 -1.08986
H -10.60414 8.01462 -5.49209
H 2.71209 -3.94827 -2.08520
H -2.71332 8.01176 -5.61791
H 4.68129 7.32446 -8.33741
H -1.46503 0.58264 0.84088
H -3.44446 -6.51050 -0.27708
H 3.14143 -7.55338 9.52143
H -6.29418 8.22716 -5.77036
H 2.42985 -6.64131 3.26463
H -0.07672 4.27013 -2.21895
H 1.51610 3.77715 -1.87756
H 7.69692 9.45690 0.42490
H -4.66738 1.68668 -1.79865
H -0.50486 10.23579 0.43542
H 0.24811 2.01380 1.69108
H 5.00585 -2.07541 0.60583
H 4.43072 -8.07505 4.04553
H 0.99405 0.11796 -4.09944
H -5.54281 0.33481 -6.37272
H 3.89825 9.84953 1.11053
H 4.30985 7.96243 -0.19310
H 2.68359 4.40850 6.78652
H 1.69081 3.84777 -4.62758
H 1.89328 -9.49086 10.83198
H -2.32128 -1.31361 2.30952
H 1.50794 8.74091 -0.46166
H -6.12617 4.53676 -2.13806
H -2.95394 1.05826 -10.53852
H -4.13374 2.31827 -10.22435
H -8.48977 7.19532 -7.15994
H 1.29071 -1.34208 -4.36805
H 2.16911 8.03956 0.87263
H 2.94184 -8.72168 2.23219
H 5.36027 2.85686 -2.73299
H 1.50818 -7.49008 4.53990
H -1.55701 -7.61549 9.35559
H 6.34136 9.10279 -1.55144
H -0.48823 -6.31085 8.82696
H 2.07420 5.35705 5.77617
H -1.39147 7.91015 -7.68862
H 0.38714 -11.03213 -0.89221
H 6.71928 2.17965 -0.79702
H 1.14681 -11.85265 2.65962
H 2.17763 -8.29466 12.16513
H 3.33213 -9.00534 5.10609
H 1.98315 -10.54035 4.19229
H -7.23793 -2.88910 6.05314
H 4.60033 1.19296 -2.59448
H 5.23635 1.64079 -4.10598
H -9.96635 9.26206 -4.43801
H -6.73907 5.44445 -6.47640
H 4.98140 0.61876 -0.24511
H 2.21973 -5.03833 -0.90351
H 4.33700 8.25619 -4.34391
H 1.44452 1.24735 -0.87940
H -7.16886 -5.51097 6.33082
H -5.14284 0.33155 -3.71767
H -5.92423 -6.19457 2.95818
H -9.60792 9.27622 -6.21791
H 7.93586 1.05079 -0.95883
H -3.86797 9.27064 -5.93614
H 7.69343 11.51843 1.62476
H 4.15341 -9.96541 10.26397
H -3.53229 1.01617 -3.87470
H 1.47948 0.81540 1.44681
H 5.42719 -7.81880 12.03919
H 6.41613 8.27561 0.79498
H 2.63872 -11.53832 1.85013
H -6.83699 -7.64030 5.34413
H 5.19955 7.68118 -9.71438
H -2.19946 8.36353 -9.22895
H -4.23220 6.14568 -6.04592
H -3.78747 -8.16929 -0.57001
H 6.34939 12.01941 0.54833
H -4.62807 7.16604 -4.65263
H 2.65774 -4.41066 6.16431
H 6.28417 12.15619 2.30083
H -0.00724 3.71725 -5.00169
H -6.92222 6.09206 -4.82179
H -4.67599 5.34313 -2.22118
H -0.29136 3.56648 -0.23338
H -7.94570 -6.95518 4.27652
H 2.38395 -4.35102 4.44594
H -2.54522 2.49535 -9.60832
H -1.06611 -2.54835 2.51370
H 2.96761 -11.00274 13.53110
H -5.69802 -3.06207 5.33597
H -5.47834 2.10913 -7.91671
H 1.26143 -5.26957 5.52344
H 1.19719 -12.36057 -0.01915
H 5.32876 -8.78496 9.75780
H -4.78609 4.14376 -0.88910
H -7.51496 -7.70489 2.10746
H -0.21763 8.75577 1.51118
H 3.86603 -1.57505 -0.70377
H 0.10408 -7.78030 11.32765
H -0.44758 -0.34780 -0.31460
H -0.87396 -7.71161 7.76708
H -4.36301 2.60764 -5.27124
H -7.04981 -2.44464 4.37533
H -5.57126 -5.48688 5.59492
H 6.45992 0.03499 0.42894
H -1.84376 -2.20831 0.98972
H 5.68643 -1.11737 -2.15114
H 5.08466 -3.08609 -2.21209
H -4.63968 -8.83231 2.08379
H -5.91452 -9.25396 0.90977
H 1.17658 2.35975 -5.24585
H -9.05612 6.06983 -6.03949
H 1.01840 -9.38249 3.19385
H 2.40340 5.34765 -10.61521
H 6.14527 -3.59592 -0.95532
H 6.01264 -9.46264 11.98561
H -0.94874 2.14824 -1.15949
H -6.95762 -8.95458 3.00302
H 4.10876 9.16513 -5.53288
H 1.83610 1.63328 -10.36448
H -3.86623 0.18327 -6.10178
H 1.02694 -6.48181 10.61831
H 3.42918 -10.97959 11.90983
H 1.31040 5.12762 -11.63934
H -0.33994 10.41295 2.18645
H 3.37303 4.16816 1.12876


The following E values (in eV) correspond, in order, to the records above: -104204.11906 -110945.79238.
The following energy relative to the best compared isomer or geometry (same formula, charge and spin) values (in kJ/mol) correspond, in order, to the records above: 0.00 342.35.